Entry 1:
# C5H10O2

A single C5H10O2 molecule (ωB97M-V with the def2-TZVPD basis set, the OMol25 dataset).

The geometry in XYZ format:
```
17
Properties=species:S:1:pos:R:3:mulliken_charge:R:1
C -1.10838 -1.19801 -1.05660 -0.97
C -1.00743 -1.30519 0.46300 -0.25
O 0.16590 -0.68895 0.97930 -0.40
C 0.26183 0.64834 0.55522 0.49
C 1.52086 1.27995 1.12084 -1.43
C 0.46898 0.76058 -0.94864 -0.19
O -0.03181 1.60910 -1.65048 -0.54
H -2.09892 -1.44632 -1.41843 0.40
H -1.03738 -0.17884 -1.43490 0.28
H -0.35321 -1.81745 -1.55303 0.24
H -1.90034 -0.85936 0.92898 0.29
H -0.95443 -2.35103 0.78270 0.29
H -0.64186 1.21468 0.83011 0.27
H 1.62994 2.28213 0.69173 0.38
H 1.48909 1.35391 2.20897 0.35
H 2.38962 0.67725 0.82924 0.35
H 1.20753 0.01921 -1.32801 0.43
```

SMILES: CCO[C@@H](C)C=O
Lowest unoccupied orbital energy: 1.0 eV
Energy relative to the best compared isomer or geometry (same formula, charge and spin): 2.229 eV
Total charge: 0
Electronic energy: -346.94353 hartree

***

Entry 2:
# C38H86BCrF4N2O26

A molecular structure, C38H86BCrF4N2O26 in a non-equilibrium geometry (ωB97M-V with the def2-TZVPD basis set, the OMol25 dataset).

The geometry in XYZ format:
```
158
Properties=species:S:1:pos:R:3:lowdin_spin:R:1
Cr 2.75295 -2.66093 -0.20956 3.81
N 4.78368 0.89551 -0.95540 0.00
H 4.41768 1.15128 -1.86134 0.00
H 4.54806 1.55784 -0.23020 0.00
H 5.76085 0.64283 -0.99251 0.00
H 4.39787 -0.00370 -0.70505 0.00
N 2.16593 1.26580 2.63559 0.00
H 2.71400 1.87379 2.04393 0.00
H 2.71941 1.09572 3.46315 0.00
H 2.06987 0.37555 2.16832 0.00
H 1.28803 1.67154 2.92668 0.00
C -0.80294 -0.39316 0.89401 0.00
C 0.43099 -0.63015 0.09798 0.01
C 0.81019 0.73959 -0.56806 0.00
O 1.52372 -1.17120 0.84387 0.02
H -0.61673 0.05366 1.87062 0.00
H -1.22457 -1.34247 1.22434 0.00
H -1.52752 0.28915 0.44955 0.00
H 0.19034 -1.25252 -0.76390 0.00
H 0.77352 1.52955 0.18208 0.00
H 0.13928 1.09414 -1.35054 0.00
H 1.85141 0.70963 -0.88909 0.00
C 6.90517 -1.82632 1.18985 0.00
C 5.43592 -1.87607 1.30539 0.01
C 4.91164 -0.83838 2.24736 0.00
O 4.65542 -1.76854 0.10889 0.05
H 7.24911 -1.09676 0.45668 0.00
H 7.33504 -2.77439 0.86664 0.00
H 7.32059 -1.70562 2.19033 0.00
H 5.20370 -2.87315 1.67957 0.00
H 5.48435 -0.65300 3.15607 0.00
H 3.88260 -1.04560 2.54101 0.00
H 4.83554 0.14924 1.79250 0.00
B -0.68879 2.16214 4.24855 0.00
F -1.21463 3.22917 4.95177 0.00
F -0.87138 2.36695 2.91637 0.00
F 0.65678 2.17367 4.41122 0.00
F -1.24859 0.97944 4.64243 0.00
C -1.43783 -4.88302 3.16385 0.00
C -0.24676 -4.36703 2.42231 0.00
O 0.74166 -5.36253 2.46306 0.00
C 1.98557 -5.16165 1.92401 0.01
O 2.36193 -4.09515 1.33445 0.04
O 2.65800 -6.29316 2.06379 0.00
C 4.01775 -6.33630 1.55376 0.00
H -1.12787 -5.19866 4.16004 0.00
H -1.99093 -5.68702 2.67830 0.00
H -2.16856 -4.07705 3.23122 0.00
H 0.15823 -3.38841 2.67998 0.00
H -0.52245 -4.20465 1.38033 0.00
H 4.33201 -7.37661 1.46948 0.00
H 4.73032 -5.74214 2.12588 0.00
H 3.97217 -5.96237 0.53093 0.00
C -2.61175 2.30672 -3.76356 0.00
C -3.98026 2.89381 -3.38562 0.00
O -4.62418 3.06323 -4.67985 0.00
C -5.91289 3.59807 -4.62834 0.00
O -6.36887 4.31941 -3.76856 0.00
O -6.59975 3.19309 -5.68339 0.00
C -7.84255 3.74829 -6.02794 0.00
H -1.94448 2.26761 -2.90255 0.00
H -2.02872 2.85595 -4.50282 0.00
H -2.62730 1.34779 -4.28154 0.00
H -3.87890 3.82336 -2.82548 0.00
H -4.40785 2.10434 -2.76755 0.00
H -7.78217 4.14504 -7.04138 0.00
H -8.21141 4.57793 -5.42484 0.00
H -8.70150 3.07808 -5.99435 0.00
C 6.51847 -1.57333 -4.11523 0.00
C 5.30937 -1.99943 -3.35759 0.00
O 4.16129 -1.62459 -4.04112 0.00
C 2.94580 -1.58051 -3.44904 0.01
O 2.74051 -1.91152 -2.26335 0.03
O 2.15094 -1.22907 -4.38419 0.00
C 0.74206 -1.24459 -4.18162 0.00
H 6.57059 -0.61518 -4.63228 0.00
H 6.74231 -2.27753 -4.91654 0.00
H 7.42320 -1.65301 -3.51254 0.00
H 5.29805 -1.46052 -2.41019 0.00
H 5.40387 -3.07323 -3.19602 0.00
H 0.53329 -0.33736 -3.61464 0.00
H 0.28807 -2.06580 -3.62700 0.00
H 0.24117 -1.11451 -5.14093 0.00
C -3.59875 8.59698 1.31206 0.00
C -3.19392 7.30793 1.99213 0.00
O -2.01373 6.79361 1.34894 0.00
C -1.53881 5.65674 1.59087 0.00
O -1.98484 4.88299 2.48862 0.00
O -0.40922 5.54316 0.92164 0.00
C 0.51863 4.51592 1.12597 0.00
H -2.81440 9.32758 1.50984 0.00
H -4.55522 9.01473 1.62631 0.00
H -3.72194 8.41205 0.24496 0.00
H -3.93159 6.50808 1.92728 0.00
H -2.96145 7.45170 3.04731 0.00
H 1.43842 4.79443 0.61167 0.00
H 0.16844 3.49871 0.95056 0.00
H 0.91495 4.49283 2.14111 0.00
C 6.07781 2.81295 -6.33776 0.00
C 4.66608 2.22503 -6.10333 0.00
O 3.85605 3.07320 -5.28677 0.00
C 3.63924 2.82794 -4.00183 0.00
O 4.14864 1.88587 -3.33547 0.00
O 2.92676 3.84993 -3.52802 0.00
C 2.39045 3.84131 -2.21992 0.00
H 5.86353 3.82649 -6.67676 0.00
H 6.58984 2.27537 -7.13586 0.00
H 6.71983 2.87513 -5.45910 0.00
H 4.85227 1.26872 -5.61453 0.00
H 4.14535 2.01526 -7.03764 0.00
H 2.98303 3.48978 -1.37531 0.00
H 1.52084 3.18576 -2.26622 0.00
H 2.03009 4.82025 -1.90381 0.00
C -3.97309 -2.08337 3.64136 0.00
C -4.22636 -0.58741 3.93453 0.00
O -4.38712 -0.01822 2.63612 0.00
C -3.98841 1.22401 2.34026 0.00
O -3.76183 2.07153 3.21720 0.00
O -4.06994 1.46126 1.06331 0.00
C -3.83810 2.74782 0.50715 0.00
H -4.85391 -2.37891 3.07136 0.00
H -3.98368 -2.63593 4.58087 0.00
H -3.10568 -2.19591 2.99097 0.00
H -3.56684 -0.15436 4.68659 0.00
H -5.21969 -0.38843 4.33676 0.00
H -4.57959 3.44968 0.88885 0.00
H -3.98136 2.69801 -0.57224 0.00
H -2.87223 3.18267 0.76426 0.00
C -2.92420 -2.87119 -0.82493 0.00
C -3.07115 -1.57790 -1.65207 0.00
O -2.88220 -1.74726 -3.06845 0.00
C -3.96823 -2.16806 -3.85952 0.00
O -5.13441 -2.07158 -3.49873 0.00
O -3.50440 -2.43148 -5.08186 0.00
C -4.31190 -2.81455 -6.20039 0.00
H -3.65899 -3.59365 -1.18022 0.00
H -3.22882 -2.77610 0.21731 0.00
H -1.92926 -3.31106 -0.89333 0.00
H -2.20177 -0.98779 -1.36215 0.00
H -4.00979 -1.07034 -1.42969 0.00
H -4.42708 -3.89844 -6.19855 0.00
H -3.66060 -2.75732 -7.07253 0.00
H -5.17702 -2.15679 -6.28418 0.00
C -1.59193 -6.38106 7.92216 0.00
C -2.00858 -5.04736 7.26906 0.00
O -0.90071 -4.39215 6.80290 0.00
C -1.09100 -3.14008 6.19966 0.00
O -2.04142 -2.34281 6.44547 0.00
O 0.00548 -2.77672 5.49783 0.00
C 0.18531 -1.48125 5.00228 0.00
H -2.43975 -7.06009 8.01287 0.00
H -1.03211 -6.13027 8.82316 0.00
H -0.88658 -6.84612 7.23346 0.00
H -2.61090 -4.43542 7.94052 0.00
H -2.61924 -5.33529 6.41332 0.00
H 1.15819 -1.45499 4.51148 0.00
H 0.17976 -0.71170 5.77420 0.00
H -0.56343 -1.21505 4.25621 0.00
```

Expectation value of S²: 6.01
Spin multiplicity: 5
Lowest unoccupied orbital energy (alpha / beta): -3.1 / -3.1 eV
Total charge: +1
Electronic energy: -5033.94945 hartree

***

Entry 3:
# C2HCl2NO

A single C2HCl2NO molecule in a non-equilibrium geometry (ωB97M-V with the def2-TZVPD basis set, the OMol25 dataset).

The geometry in XYZ format:
```
7
Properties=species:S:1:pos:R:3:mulliken_charge:R:1
C -0.18394 -0.63164 -0.21150 0.09
C 2.04472 -1.49733 0.48964 0.44
N 1.05386 -0.99781 -0.67963 -0.32
O -1.14104 -1.33200 -0.04068 -0.43
Cl 3.57539 -1.80845 -0.05871 -0.06
Cl 1.54743 -1.79943 2.03731 -0.04
H -0.24555 0.47715 -0.06243 0.32
```

SMILES: O=CN=C(Cl)Cl
Lowest unoccupied orbital energy (alpha / beta): -1.2 / -1.2 eV
Energy relative to the best compared isomer or geometry (same formula, charge and spin): 2.568 eV
Total charge: 0
Electronic energy: -1127.08072 hartree